1.
The following is a DFT calculation (ωB97M-V/def2-TZVPD) of a molecular structure, C24H40BBaF4N2O10 in a non-equilibrium geometry.

XYZ file:
```
82
Properties=species:S:1:pos:R:3
O -0.72453 0.71946 3.65047
C -5.77550 -1.42940 -2.09684
O -2.57978 2.01290 1.03189
C 3.08511 -0.05370 1.96401
H 3.44472 0.72105 1.29086
H 6.21747 0.84395 0.40859
H 2.21677 -0.74610 4.40454
F -0.58494 1.03524 -0.97233
C 2.11717 -3.14316 -2.95070
H 0.08490 5.02145 -1.76064
H -4.34674 0.99727 0.30298
C 2.78548 -3.58214 -4.09820
H 2.96850 -0.93971 1.33900
H 2.30696 1.38200 -1.37862
O -8.95041 -1.88349 -0.45854
H -6.04961 -1.42771 -3.14194
H 3.33669 -5.35322 -5.20740
H -1.68461 1.96365 5.05694
H 0.87177 -3.71708 -1.31459
Ba 0.28405 2.15725 1.69992
C -3.99758 -1.79547 -0.44278
H -2.55905 2.32434 -0.98036
H 1.92871 -2.08300 -2.85564
C 2.92017 -4.93992 -4.29884
C 1.47821 -0.49969 3.63978
H -6.97817 -2.42235 0.98447
C 1.51812 -4.09188 -2.09511
H -3.83683 3.30794 -0.24289
F 1.04539 -0.12425 0.14154
H 0.88438 3.47217 -1.81476
H -0.83350 3.58193 -2.36467
O 2.38273 -7.79641 -4.70696
O -8.55211 -1.27446 -2.49152
H 2.99215 -2.98599 -4.97561
C -2.83814 2.89510 -0.09190
H -0.14190 -0.32095 5.34558
H -4.66380 -2.34447 1.49828
H 7.15380 2.02343 1.46916
O 2.98872 -8.02006 -2.65674
C -4.42382 -1.54987 -1.74228
H -2.51498 0.39176 4.78986
H 5.49979 4.01863 1.70555
H 7.60041 1.81697 -0.19661
H -4.49053 1.89746 1.73935
C 3.68775 3.72795 0.59354
H 3.05346 2.78793 -1.99028
C -6.34850 -2.06242 0.18377
H -2.00304 4.49125 0.91862
N -8.20479 -1.59624 -1.38605
C -3.79667 1.23613 1.21287
O -0.55942 3.73937 -0.30660
H 3.93597 -0.32376 2.59357
H 4.00548 1.49731 -1.03683
H 1.42037 -6.06105 -1.43737
C -5.03052 -2.06566 0.51995
F -1.08769 -0.03292 0.88779
C -6.74941 -1.71956 -1.11637
H 0.76872 1.09396 4.94489
N 2.67483 -7.31533 -3.62852
O 5.85906 2.81717 0.15098
C 6.74764 1.79593 0.48069
C 4.98617 3.21295 1.17467
F -0.68586 -1.25703 -0.99027
C 1.80511 -5.44943 -2.24113
C -0.08233 3.94776 -1.66647
B -0.36512 -0.14271 -0.26228
H -2.57824 1.67118 3.65722
H -3.72735 0.35327 1.84526
H -2.30563 4.80869 -0.82459
H 4.81864 2.34719 1.81927
C -1.89328 1.16626 4.34028
C 3.10190 2.09362 -1.15148
H -2.98349 -2.04855 -0.17082
C -1.94287 4.08545 -0.09435
H 0.99333 -1.38369 3.22172
C 0.30758 0.20456 4.50345
H -3.60764 -1.60625 -2.45020
H 3.85162 4.42608 -0.22963
O 2.81205 2.69584 0.13809
C 2.44508 -5.89263 -3.37622
O 1.93703 0.38686 2.69963
H 3.15438 4.31101 1.34692
```

Output
Calculated total energy   -61225.3069 eV
Charge   +1
Maximum force   0.080 hartree/bohr
M   740.720 g mol⁻¹
HOMO   -11.32 eV

2.
The following is a DFT calculation (ωB97M-V/def2-TZVPD) of C4H8BrNO3 in the gas phase in a non-equilibrium geometry.

XYZ file:
```
17
Properties=species:S:1:pos:R:3
H 0.37227 0.24257 -1.52061
H 0.49419 1.98886 -0.90024
H -1.21139 1.38227 0.93123
O -1.29090 -2.06446 -1.29390
O 0.67206 1.05686 1.27323
C -0.72473 -0.74812 0.60788
H -0.87618 1.36200 -1.66536
H 0.69582 -2.14034 1.08378
O -2.95976 -0.89833 -0.38170
C -0.48222 0.77017 0.55928
H -0.39262 -2.14078 -1.14487
H 1.33027 -0.77850 0.52263
Br -1.62266 -1.08986 2.42087
C -0.06134 1.10894 -0.91914
C -1.82279 -1.26045 -0.39916
H 0.35481 0.84029 2.14054
N 0.56048 -1.41904 0.40930
```

Output
Calculated total energy   -81952.4502 eV
Structure (SMILES)   C[C@H](O)[C@@](N)(Br)C(=O)O
Relative energy (zero: lowest compared OMol25 entry of this formula, charge and spin)   0.0 kcal per mole
Maximum force   0.097 hartree/bohr
M   198.016 g mol⁻¹
HOMO   -10.25 eV

3.
The following is a DFT calculation (ωB97M-V/def2-TZVPD) of a molecular structure, C3H4CsLiO3 in a non-equilibrium geometry.

XYZ file:
```
12
Properties=species:S:1:pos:R:3
O -2.37332 0.31568 0.00762
C -2.04328 -2.19750 2.27785
C -2.18264 -0.73569 0.60698
Li -0.13158 -0.75530 1.84163
H -1.48840 -5.04668 -2.09658
H -0.76912 -3.67053 0.93050
O -2.69127 -1.07710 1.79632
O -1.25462 -1.66860 0.25077
Cs 0.24140 3.24826 0.21143
H -1.42620 -1.96636 3.15484
C -1.29749 -2.71787 1.05818
H -2.78525 -2.91787 2.63949
```

Output
Calculated total energy   -10063.4510 eV
Relative energy (zero: lowest compared OMol25 entry of this formula, charge and spin)   158.2 kcal per mole
Maximum force   0.114 hartree/bohr
M   227.908 g mol⁻¹
HOMO (spin up / spin down)   -4.96 / -4.08 eV

4.
The following is a DFT calculation (ωB97M-V/def2-TZVPD) of 2 unconnected molecules or ions with the total composition C6H8ClN7O in a non-equilibrium geometry.

XYZ file:
```
23
Properties=species:S:1:pos:R:3
C -0.64802 2.38117 -1.35068
H -1.36205 4.96078 0.47998
H 2.40473 -0.87322 -2.53162
H 0.39278 -4.72416 0.45324
C -0.41183 -2.20574 0.39887
H 0.72854 -4.52955 2.21526
C -1.00756 3.91696 0.27111
N -0.78842 1.63769 0.90004
N 0.04329 -2.84059 1.42274
C -0.54278 1.37446 -0.40131
O -0.05025 -0.53688 -1.78410
N 2.28538 -1.38446 -1.65918
N 0.14317 -4.22105 1.35913
N -0.84525 3.61114 -0.99449
H -0.35217 2.19960 -2.33838
C -0.39080 -0.06419 -0.68914
N 2.30397 -1.27258 -0.50558
H -1.10888 3.12377 2.22715
N -0.60876 -0.83585 0.41068
C -0.92286 2.95142 1.23271
H -1.01423 -0.35621 1.25361
H -0.50320 -2.68795 -0.56276
Cl 2.25518 0.37545 0.19273
```

Output
Calculated total energy   -31348.1732 eV
Structure (SMILES)   N/N=C/NC(=O)c1cnccn1.[H]/N=N\Cl
Maximum force   0.065 hartree/bohr
M   229.631 g mol⁻¹
HOMO   -8.26 eV